1.
C12H37N2O7 | ωB97M-V/def2-TZVPD

## Properties
- E_LUMO (spin up / spin down): 0.5 / 0.5 eV
- <S²>: 0.75
- Spin multiplicity: 2
- Highest occupied orbital energy (spin up / spin down): -2.8 / -9.3 eV
- E_tot: -30349.7186 eV

The geometry in XYZ format:
```
58
C12H37N2O7, DFT ωB97M-V/def2-TZVPD
O -0.589 -0.124 0.568
H 0.368 -0.128 0.495
H -0.940 -1.007 0.432
H -0.861 0.226 1.419
O -1.456 0.396 2.714
H -1.150 0.489 3.616
H -2.240 0.944 2.669
O -1.713 2.958 0.097
H -1.170 3.675 0.427
H -2.272 2.722 0.837
C -1.345 -0.030 -4.986
O -2.056 -0.699 -4.022
C -2.483 0.115 -2.922
C -3.205 -0.704 -1.774
N -2.349 -1.815 -1.340
C -3.047 -2.688 -0.442
C -2.098 -3.587 0.320
O -0.826 -3.055 0.653
C -0.077 -3.835 1.550
H -0.270 -0.137 -4.838
H -1.463 1.047 -4.866
H -1.538 -0.303 -6.023
H -3.172 0.835 -3.363
H -1.636 0.619 -2.456
H -4.130 -1.071 -2.219
H -3.334 -0.021 -0.935
H -2.107 -2.286 -2.200
H -3.749 -3.410 -0.860
H -3.677 -2.116 0.239
H -1.940 -4.526 -0.212
H -2.634 -3.908 1.213
H -0.588 -3.638 2.493
H 0.942 -3.452 1.584
H -0.133 -4.920 1.459
C 2.750 4.966 0.771
O 3.483 3.851 1.118
C 3.073 3.203 2.362
C 1.818 2.317 2.405
N 1.800 1.431 1.262
C 2.814 0.342 1.268
C 2.806 -0.441 -0.018
O 1.710 -1.343 0.097
C 1.589 -2.242 -1.008
H 3.285 5.400 -0.075
H 2.591 5.605 1.640
H 1.748 4.685 0.446
H 3.105 3.891 3.207
H 4.009 2.653 2.460
H 0.991 3.024 2.336
H 1.704 1.833 3.374
H 2.035 2.002 0.463
H 2.584 -0.239 2.162
H 3.802 0.800 1.314
H 3.781 -0.899 -0.182
H 2.665 0.233 -0.864
H 0.644 -2.787 -1.006
H 2.382 -2.970 -0.839
H 1.771 -1.882 -2.021
```

2.
C7H21O6 | ωB97M-V/def2-TZVPD

## Properties
- E_LUMO: 3.2 eV
- Energy relative to the best compared isomer or geometry (same formula, charge and spin): 123.54 kJ/mol
- Net charge: -1
- Highest occupied orbital energy: -6.0 eV
- E_tot: -19883.9525 eV

The geometry in XYZ format:
```
34
C7H21O6, DFT ωB97M-V/def2-TZVPD
C -0.714 -1.642 1.081
O 0.102 -2.760 0.809
C -0.513 -0.521 0.080
C -1.834 0.068 -0.549
C -2.581 0.873 0.486
C -3.628 0.415 1.177
C -1.124 2.814 0.843
C -2.289 2.356 0.441
H -1.788 -1.871 1.193
H -0.530 -1.341 2.127
H 0.182 0.251 0.394
H -0.089 -0.951 -0.828
H -2.435 -0.804 -0.813
H -1.510 0.624 -1.425
H -3.891 -0.627 1.289
H -4.008 1.161 1.873
H -0.642 3.778 0.787
H -0.240 2.205 0.994
H -3.158 2.861 0.034
H 2.731 -2.818 1.836
H 3.092 -2.538 0.376
O 3.429 -2.452 1.285
H 2.159 0.324 -2.940
H 2.109 -1.024 -1.671
O 1.961 0.047 -2.043
H 2.121 1.200 0.641
H 2.827 0.675 -0.598
O 3.009 1.013 0.307
H 1.487 2.327 -1.744
H 0.505 1.365 -1.101
O 0.653 2.301 -1.276
H 0.630 -2.592 -0.020
H 2.101 -2.515 -1.965
O 1.875 -2.200 -1.081
```

3.
C62H78N4O4P3SSi2Sr | ωB97M-V/def2-TZVPD

## Properties
- E_LUMO: 1.9 eV
- Net charge: -1
- Highest occupied orbital energy: -4.0 eV
- E_tot: -135006.3651 eV

The geometry in XYZ format:
```
155
C62H78N4O4P3SSi2Sr, DFT ωB97M-V/def2-TZVPD
Sr -0.307 -0.181 0.281
C -5.933 -0.811 -3.131
C -4.749 -0.983 -2.157
C -4.219 -2.404 -2.330
P -3.344 0.238 -1.922
C -4.256 1.700 -1.206
C -3.427 2.956 -1.372
C -5.702 1.982 -1.593
C -2.646 0.645 -3.602
C -3.448 0.445 -4.730
C -2.934 0.427 -6.019
C -1.574 0.599 -6.198
C -0.776 0.870 -5.095
C -1.268 0.949 -3.786
Si -0.113 1.510 -2.323
C -0.420 3.437 -2.383
C -0.985 4.052 -3.510
C -1.281 5.406 -3.556
C -1.027 6.205 -2.451
C -0.461 5.631 -1.324
C -0.141 4.270 -1.278
P 0.610 3.550 0.240
C 2.306 4.354 0.266
C 3.022 4.140 -1.067
C 2.369 5.837 0.630
C -0.255 4.456 1.610
C 0.384 4.063 2.941
C -1.746 4.132 1.606
C 1.690 1.568 -3.092
C 1.985 2.461 -4.133
C 3.245 2.568 -4.698
C 4.273 1.753 -4.243
C 4.023 0.869 -3.209
C 2.762 0.789 -2.606
P 2.460 -0.370 -1.214
C 3.857 -0.227 0.003
C 3.574 0.934 0.957
C 5.322 -0.139 -0.432
C 2.615 -2.030 -2.049
C 3.979 -2.708 -2.072
C 2.041 -1.956 -3.464
H -6.823 -1.276 -2.696
H -5.734 -1.338 -4.066
H -6.184 0.216 -3.374
H -5.176 -0.917 -1.144
H -3.667 -2.501 -3.268
H -5.059 -3.107 -2.358
H -3.548 -2.702 -1.529
H -4.233 1.444 -0.138
H -3.316 3.223 -2.424
H -2.430 2.832 -0.960
H -3.906 3.794 -0.855
H -5.777 2.308 -2.635
H -6.085 2.797 -0.970
H -6.361 1.125 -1.455
H -4.506 0.292 -4.612
H -3.595 0.255 -6.861
H -1.130 0.546 -7.186
H 0.280 1.035 -5.268
H -1.227 3.440 -4.372
H -1.728 5.831 -4.448
H -1.272 7.261 -2.460
H -0.281 6.257 -0.459
H 2.847 3.790 1.032
H 2.556 4.739 -1.853
H 3.003 3.103 -1.401
H 4.068 4.450 -0.980
H 1.872 6.444 -0.130
H 3.413 6.163 0.666
H 1.921 6.071 1.597
H -0.141 5.535 1.481
H 0.268 2.993 3.119
H -0.097 4.593 3.768
H 1.454 4.284 2.975
H -1.922 3.051 1.605
H -2.236 4.540 0.722
H -2.230 4.549 2.495
H 1.199 3.104 -4.507
H 3.422 3.277 -5.500
H 5.260 1.803 -4.689
H 4.821 0.223 -2.868
H 3.724 -1.163 0.562
H 3.810 1.883 0.469
H 4.205 0.856 1.848
H 2.531 0.973 1.280
H 5.528 0.828 -0.895
H 5.620 -0.923 -1.126
H 5.963 -0.215 0.452
H 1.940 -2.641 -1.447
H 4.688 -2.151 -2.694
H 3.880 -3.709 -2.502
H 4.407 -2.834 -1.075
H 2.739 -1.454 -4.140
H 1.092 -1.413 -3.514
H 1.860 -2.967 -3.838
O 0.412 0.296 2.560
C -0.120 0.473 3.648
C -1.517 0.770 3.875
C -1.864 1.127 5.181
C -3.148 1.524 5.470
C -4.130 1.580 4.465
C -3.818 1.221 3.188
C -2.502 0.776 2.821
O -2.251 0.413 1.636
N -3.492 1.902 6.829
O -2.625 1.854 7.684
O -4.633 2.264 7.056
H 0.508 0.424 4.555
H -1.121 1.106 5.968
H -5.125 1.910 4.726
H -4.563 1.256 2.403
N -2.157 -2.126 0.762
N -2.138 -3.464 0.369
C -1.410 -3.866 -0.688
N -1.312 -5.219 -0.789
S -0.781 -2.840 -1.842
H -2.063 -2.121 1.772
H -3.040 -1.695 0.514
H -2.343 -4.127 1.104
H -1.332 -5.749 0.073
H -0.656 -5.537 -1.480
C 4.112 -6.475 0.028
C 2.974 -6.032 -0.636
C 2.216 -5.001 -0.100
C 2.540 -4.396 1.122
C 3.688 -4.861 1.767
C 4.469 -5.880 1.229
Si 1.399 -3.002 1.785
C 0.001 -4.112 2.560
C -0.193 -5.475 2.302
C -1.331 -6.156 2.730
C -2.321 -5.494 3.448
C -2.133 -4.151 3.766
C -0.991 -3.490 3.332
C 2.279 -2.535 3.443
C 2.913 -1.296 3.573
C 3.551 -0.907 4.747
C 3.564 -1.758 5.842
C 2.943 -2.998 5.746
C 2.317 -3.374 4.564
H 4.720 -7.268 -0.392
H 2.690 -6.476 -1.586
H 1.354 -4.638 -0.652
H 3.980 -4.421 2.718
H 5.358 -6.210 1.756
H 0.561 -6.023 1.744
H -1.439 -7.213 2.508
H -3.212 -6.017 3.773
H -2.875 -3.621 4.353
H -0.872 -2.437 3.598
H 2.884 -0.601 2.742
H 4.029 0.066 4.804
H 4.051 -1.461 6.764
H 2.945 -3.674 6.595
H 1.842 -4.350 4.511
```

4.
C4H13NO2 | ωB97M-V/def2-TZVPD

## Properties
- E_LUMO (spin up / spin down): 3.6 / 3.5 eV
- Energy relative to the best compared isomer or geometry (same formula, charge and spin): 64.76 kJ/mol
- Net charge: -1
- <S²>: 0.75
- Spin multiplicity: 2
- Highest occupied orbital energy (spin up / spin down): 0.9 / -5.9 eV
- E_tot: -9942.1261 eV

The geometry in XYZ format:
```
20
C4H13NO2, DFT ωB97M-V/def2-TZVPD
C 1.457 0.950 0.603
N 0.326 0.033 0.340
C 1.063 0.187 -2.097
C -0.014 -0.148 -1.063
C -0.273 -1.644 -1.335
O -0.943 -2.302 -0.237
H 1.663 0.788 1.668
H 2.344 0.514 0.147
H 1.338 2.028 0.481
H -0.472 0.456 0.829
H 0.866 -0.264 -3.078
H 1.192 1.236 -2.360
H 2.011 -0.254 -1.776
H -0.927 0.390 -1.338
H 0.657 -2.214 -1.431
H -0.840 -1.769 -2.257
H -0.374 -2.034 0.528
H -3.468 0.774 3.853
H -2.430 1.855 4.020
O -3.178 1.418 4.504
```